One molecule with the formula C2H2N4O2 in a non-equilibrium geometry, computed with ωB97M-V with the def2-TZVPD basis set.

Molar mass, g mol⁻¹: 114.06
Gap between HOMO and LUMO, eV: 10.01
Total charge: 0
Lowest unoccupied orbital energy, eV: -0.793
Calculated total energy, Eh: -446.84147
SMILES: O=c1nn[nH]c(=O)[nH]1
Highest occupied orbital energy, eV: -10.798

CARTESIAN COORDINATES (ANGSTROEM)
N 1.102 -0.818 1.142
N -0.108 -1.186 0.622
C 0.961 1.073 -0.184
H -1.090 1.503 -1.194
H -0.627 -1.889 1.076
N 1.698 0.244 0.835
N -0.539 0.812 -0.462
O -1.864 -1.294 -0.906
C -0.967 -0.508 -0.297
O 1.434 2.063 -0.634

Here are the Mulliken charges for atoms 1 to 8, given in e:
1 N -0.294
2 N 0.183
3 C 0.404
4 H 0.331
5 H 0.265
6 N -0.139
7 N -0.188
8 O -0.586